C20H53N3O8 | the ωB97M-V functional and the def2-TZVPD basis

## Properties
**E_tot**: -42443.1415 eV
**Gap between HOMO and LUMO**: 9.2 eV
**Charge**: 0

Structure (XYZ):
```
84
C20H53N3O8, DFT the ωB97M-V functional and the def2-TZVPD basis
C -4.08 2.42 6.32
O -2.96 2.20 5.46
C -2.41 3.32 4.78
C -0.89 3.01 4.49
N -0.84 1.75 3.78
C 0.51 1.26 3.45
C 1.10 2.11 2.40
O 1.68 3.30 2.98
C 2.44 3.98 1.97
H -3.92 1.71 7.15
H -5.08 2.46 5.85
H -3.94 3.32 6.87
H -2.43 4.16 5.42
H -3.02 3.59 3.89
H -0.30 3.00 5.38
H -0.48 3.84 3.87
H -1.27 1.13 4.43
H 0.52 0.26 3.04
H 1.24 1.19 4.29
H 0.31 2.44 1.75
H 1.80 1.59 1.81
H 3.51 3.80 2.02
H 2.33 5.07 1.95
H 2.13 3.70 0.96
C -2.13 -3.35 -2.37
O -2.18 -2.47 -1.29
C -1.58 -3.02 -0.08
C -1.67 -1.99 1.03
N -3.05 -1.51 1.27
C -3.33 -0.93 2.60
C -4.76 -0.36 2.59
O -4.90 0.70 1.68
C -4.56 1.99 2.15
H -2.87 -3.03 -3.08
H -2.47 -4.32 -2.10
H -1.14 -3.50 -2.81
H -0.50 -3.30 -0.22
H -2.15 -3.93 0.31
H -0.93 -1.15 0.75
H -1.21 -2.42 1.91
H -3.39 -0.82 0.59
H -2.66 -0.08 2.76
H -3.19 -1.60 3.48
H -5.00 -0.17 3.65
H -5.41 -1.17 2.13
H -5.09 2.59 1.42
H -3.50 2.27 2.30
H -5.01 2.19 3.10
C 1.95 -1.62 0.33
O 2.62 -0.99 -0.78
C 3.97 -1.27 -0.98
C 4.48 -0.49 -2.20
N 3.77 -0.74 -3.42
C 4.04 0.25 -4.38
C 3.54 -0.17 -5.74
O 2.14 -0.24 -5.66
C 1.56 -0.75 -6.86
H 2.11 -2.72 0.34
H 0.91 -1.41 0.29
H 2.39 -1.15 1.24
H 4.10 -2.37 -1.12
H 4.58 -0.98 -0.15
H 5.49 -0.79 -2.54
H 4.47 0.60 -1.91
H 2.80 -0.90 -3.35
H 5.12 0.38 -4.51
H 3.59 1.22 -4.11
H 3.94 -1.10 -6.06
H 3.93 0.48 -6.54
H 1.87 -1.78 -7.03
H 1.81 -0.13 -7.73
H 0.48 -0.69 -6.72
C 0.02 0.89 -1.67
O 1.20 1.48 -1.22
H -0.79 1.57 -1.41
H 0.06 0.86 -2.78
H -0.33 -0.13 -1.23
H 1.90 0.89 -1.31
C 1.53 -4.25 -4.30
O 1.42 -3.38 -5.44
H 1.22 -3.75 -3.38
H 0.93 -5.11 -4.46
H 2.55 -4.48 -4.18
H 1.36 -2.47 -5.11
```

---

C20H53N3O8 | the ωB97M-V functional and the def2-TZVPD basis

## Properties
**E_tot**: -42442.8482 eV
**Gap between HOMO and LUMO**: 9.0 eV
**Charge**: 0

Structure (XYZ):
```
84
C20H53N3O8, DFT the ωB97M-V functional and the def2-TZVPD basis
C 34.96 -30.15 -1.85
O 35.60 -30.30 -3.12
C 34.97 -31.24 -3.99
C 35.71 -31.35 -5.33
N 35.60 -30.06 -6.01
C 36.60 -29.76 -7.08
C 36.67 -30.79 -8.25
O 37.17 -32.14 -7.95
C 37.01 -33.14 -8.92
H 34.87 -29.09 -1.61
H 35.69 -30.59 -1.17
H 34.01 -30.69 -1.82
H 33.90 -31.08 -4.12
H 34.98 -32.22 -3.51
H 35.41 -32.23 -5.90
H 36.76 -31.58 -5.17
H 35.65 -29.37 -5.27
H 37.61 -29.64 -6.69
H 36.32 -28.80 -7.52
H 37.27 -30.36 -9.06
H 35.66 -30.88 -8.63
H 37.54 -32.89 -9.84
H 35.95 -33.32 -9.08
H 37.37 -34.05 -8.43
C 29.67 -33.28 -2.85
O 30.25 -34.53 -2.53
C 30.25 -34.90 -1.19
C 30.88 -36.25 -0.93
N 32.31 -36.22 -1.21
C 32.82 -37.58 -1.48
C 34.21 -37.50 -2.18
O 33.90 -37.05 -3.47
C 35.02 -36.70 -4.25
H 28.60 -33.27 -2.67
H 29.82 -33.00 -3.90
H 30.00 -32.45 -2.23
H 29.23 -34.84 -0.81
H 30.74 -34.17 -0.56
H 30.39 -37.10 -1.41
H 30.86 -36.41 0.15
H 32.45 -35.71 -2.07
H 32.09 -38.13 -2.08
H 32.90 -38.23 -0.60
H 34.72 -38.44 -2.34
H 34.89 -36.83 -1.66
H 35.72 -37.53 -4.34
H 35.52 -35.83 -3.81
H 34.68 -36.50 -5.26
C 31.91 -30.41 5.73
O 32.26 -30.07 7.05
C 33.58 -30.47 7.30
C 34.70 -29.45 6.89
N 34.38 -28.12 7.42
C 35.28 -27.04 7.11
C 36.66 -27.24 7.88
O 37.59 -26.29 7.39
C 38.89 -26.28 7.98
H 32.57 -30.04 4.94
H 30.90 -30.01 5.58
H 31.81 -31.48 5.58
H 33.86 -31.49 7.05
H 33.66 -30.49 8.39
H 34.71 -29.39 5.80
H 35.69 -29.84 7.14
H 33.39 -27.95 7.31
H 34.89 -26.07 7.41
H 35.53 -26.92 6.05
H 37.01 -28.23 7.60
H 36.57 -27.13 8.96
H 38.84 -26.02 9.03
H 39.53 -25.52 7.54
H 39.45 -27.19 7.76
C 39.31 -36.23 8.07
O 39.13 -37.10 7.00
H 38.42 -35.59 8.10
H 39.35 -36.80 8.99
H 40.22 -35.64 7.96
H 38.49 -37.80 7.15
C 35.65 -34.54 2.91
O 34.31 -34.24 2.56
H 36.51 -34.00 2.52
H 35.67 -34.31 3.97
H 35.76 -35.62 2.84
H 33.95 -34.80 1.87
```

---

C20H54AsF9N5O9 | the ωB97M-V functional and the def2-TZVPD basis

## Properties
**E_tot**: -132780.1087 eV
**Gap between HOMO and LUMO**: 4.5 eV
**Charge**: +1

Structure (XYZ):
```
98
C20H54AsF9N5O9, DFT the ωB97M-V functional and the def2-TZVPD basis
C -11.38 -3.62 -27.36
C -12.09 -2.47 -28.06
C -12.35 -1.30 -27.08
O -13.01 -0.30 -27.82
C -13.42 0.82 -27.02
N -11.17 -1.99 -29.18
H -11.12 -0.97 -29.31
H -10.20 -2.25 -28.97
H -11.37 -2.43 -30.07
H -11.86 -3.76 -26.39
H -10.31 -3.54 -27.17
H -11.52 -4.56 -27.91
H -13.02 -2.77 -28.53
H -11.38 -0.87 -26.79
H -12.88 -1.56 -26.16
H -14.26 0.61 -26.37
H -13.72 1.58 -27.74
H -12.58 1.14 -26.41
C -5.31 -3.26 -27.59
C -5.64 -1.76 -27.52
C -4.42 -0.92 -27.09
O -4.78 0.42 -27.36
C -3.84 1.47 -27.20
N -6.20 -1.29 -28.85
H -7.16 -1.59 -29.03
H -6.29 -0.27 -28.81
H -5.59 -1.40 -29.66
H -6.18 -3.90 -27.47
H -4.66 -3.45 -26.73
H -4.70 -3.61 -28.42
H -6.49 -1.64 -26.85
H -3.50 -1.20 -27.61
H -4.37 -1.11 -26.02
H -3.00 1.15 -26.57
H -4.41 2.25 -26.69
H -3.49 1.81 -28.17
C -6.40 3.72 -24.26
C -6.55 2.79 -23.07
C -6.91 3.60 -21.85
O -8.24 4.03 -22.00
C -8.81 4.44 -20.77
N -7.69 1.86 -23.38
H -8.60 2.33 -23.35
H -7.62 1.32 -24.25
H -7.76 1.11 -22.68
H -5.44 4.22 -24.12
H -7.17 4.48 -24.38
H -6.35 3.23 -25.23
H -5.61 2.24 -23.04
H -6.29 4.49 -21.71
H -6.69 3.01 -20.95
H -9.88 4.64 -20.80
H -8.37 5.41 -20.55
H -8.69 3.75 -19.93
C -8.63 5.62 -29.92
C -9.79 4.84 -29.32
C -11.10 5.55 -29.62
O -12.26 4.77 -29.39
C -13.46 5.45 -29.74
N -9.85 3.43 -29.85
H -8.93 2.99 -29.88
H -10.41 2.87 -29.20
H -10.20 3.35 -30.81
H -8.67 6.63 -29.51
H -8.69 5.58 -31.01
H -7.64 5.22 -29.65
H -9.66 4.82 -28.24
H -11.12 5.81 -30.69
H -11.18 6.44 -28.99
H -13.39 6.51 -29.49
H -14.23 4.93 -29.16
H -13.64 5.30 -30.81
N -9.48 0.31 -31.08
O -8.72 -0.58 -30.59
O -9.20 0.81 -32.18
O -10.51 0.69 -30.45
As -8.78 1.19 -26.96
F -7.29 0.88 -26.10
F -9.65 0.79 -25.46
F -10.29 1.36 -27.81
F -7.83 1.79 -28.29
F -8.74 -0.51 -27.42
F -8.86 2.86 -26.39
C -6.58 3.31 -31.99
O -5.62 4.07 -31.23
O -6.99 4.07 -33.00
C -6.02 1.90 -32.33
F -6.69 1.31 -33.32
F -4.71 1.93 -32.67
F -6.05 1.06 -31.24
C -5.09 3.45 -30.09
C -4.48 4.53 -29.24
H -5.22 5.30 -29.04
H -4.01 4.05 -28.38
H -3.70 4.96 -29.87
H -4.43 2.60 -30.33
H -5.82 2.87 -29.49
H -7.45 3.18 -31.31
```

---

Energy above the lowest of the compared OMol25 structures with the same formula, charge and spin values, unit kJ/mol, following the record order: 229.3, 257.7, 91.7.